{"formula": "C15H12AlCl2N2O3", "method": "ωB97M-V with the def2-TZVPD basis set", "charge": 1, "total_energy_ha": -2076.75464, "homo_energy_ev": -11.070, "relative_energy_kcal_mol": 3.0, "homo_lumo_gap_ev": 7.182, "fmax_ha_per_bohr": 0.02929, "elements": ["Al", "O", "C", "C", "C", "C", "C", "C", "C", "O", "N", "N", "C", "C", "C", "C", "C", "C", "C", "O", "H", "H", "H", "H", "H", "H", "H", "H", "H", "H", "Cl", "C", "Cl", "H", "H"], "positions_angstrom": [[0.5288, -1.1057, 0.3566], [-0.1200, 3.9257, -0.9850], [0.9544, 3.8879, -0.1944], [1.6599, 5.0795, -0.0150], [2.7741, 5.1194, 0.7905], [3.2255, 3.9693, 1.4447], [2.5486, 2.7888, 1.2750], [1.4070, 2.7179, 0.4548], [0.7332, 1.4522, 0.2857], [1.2722, 0.3653, 0.8789], [-0.3602, 1.3374, -0.4233], [-0.7781, 0.0237, -0.4420], [-2.0017, -0.2981, -0.6989], [-2.5097, -1.6243, -0.4929], [-3.8570, -1.8801, -0.8018], [-4.4405, -3.0861, -0.4929], [-3.6863, -4.0700, 0.1442], [-2.3570, -3.8516, 0.4588], [-1.7587, -2.6412, 0.1445], [-0.4523, -2.4689, 0.4413], [-0.5344, 3.0442, -1.0243], [1.2956, 5.9586, -0.5294], [3.3053, 6.0529, 0.9222], [4.0992, 4.0152, 2.0796], [2.8815, 1.8910, 1.7760], [-2.6889, 0.4825, -1.0178], [-4.4317, -1.1029, -1.2914], [-5.4794, -3.2622, -0.7324], [-4.1468, -5.0142, 0.4023], [-1.7624, -4.6123, 0.9461], [2.5623, -1.8616, -0.1733], [3.0754, -3.4825, -0.7639], [1.7135, -4.5552, -1.0194], [3.7360, -3.8802, -0.0024], [3.5928, -3.3141, -1.7010]], "forces_ev_per_angstrom": [[-1.4, 0.5, -0.4], [-0.1, 0.1, -0.1], [0.2, -0.2, 0.2], [-0.1, 0.1, -0.1], [0.0, -0.1, 0.0], [0.1, 0.0, 0.0], [-0.1, 0.0, 0.0], [0.1, 0.2, 0.0], [-0.1, -0.3, 0.0], [0.2, 0.3, 0.1], [0.0, 0.4, -0.1], [0.4, -0.5, 0.3], [0.0, 0.1, -0.1], [-0.1, -0.2, 0.2], [0.1, 0.1, 0.0], [-0.1, 0.0, 0.0], [0.0, 0.1, 0.0], [0.0, -0.1, 0.0], [0.0, 0.2, -0.2], [0.0, -0.6, 0.4], [0.0, 0.0, 0.0], [0.0, 0.0, 0.0], [0.0, 0.0, 0.0], [0.0, 0.0, 0.0], [0.0, 0.0, 0.0], [0.0, 0.0, 0.0], [0.0, 0.0, 0.0], [0.0, 0.0, 0.0], [0.0, 0.0, 0.0], [0.0, 0.0, 0.0], [1.1, 0.6, 0.0], [-0.5, -1.1, -0.3], [0.3, 0.2, 0.0], [-0.1, 0.1, 0.1], [0.0, 0.2, 0.0]]}



{"formula": "C17H46Li2N7O9", "method": "ωB97M-V with the def2-TZVPD basis set", "total_energy_ha": -1750.69261, "homo_energy_ev": [-5.266, -8.253], "homo_lumo_gap_ev": [4.091, 7.306], "spin_multiplicity": 2, "fmax_ha_per_bohr": 0.15053, "s2": 0.75, "elements": ["Li", "Li", "C", "O", "H", "H", "H", "C", "C", "O", "O", "H", "H", "H", "H", "H", "H", "C", "C", "O", "O", "H", "H", "H", "H", "H", "H", "C", "O", "N", "N", "H", "H", "H", "H", "C", "O", "N", "N", "H", "H", "H", "H", "C", "O", "N", "N", "H", "H", "H", "H", "C", "C", "C", "C", "C", "C", "N", "O", "C", "C", "C", "H", "H", "H", "H", "H", "H", "H", "H", "H", "H", "H", "H", "H", "H", "H", "H", "H", "H", "H"], "positions_angstrom": [[-0.0694, 3.9741, 0.3125], [1.6552, 3.0091, -1.8794], [0.7741, 0.6253, -0.2542], [0.8305, 2.0366, -0.1259], [0.8126, 0.1701, -1.2439], [1.5707, 0.3068, 0.4181], [-0.1278, 0.3446, 0.2898], [4.5056, -2.1790, -0.7199], [4.0105, -1.2959, -1.9131], [3.3330, -2.2590, -2.7269], [3.3670, -2.8428, -0.2054], [4.8963, -1.4580, -0.0018], [5.3644, -2.8459, -0.7966], [4.8576, -0.8600, -2.4427], [3.1934, -0.6020, -1.7158], [2.5638, -1.8391, -3.1188], [3.0058, -3.2511, -0.9956], [4.1089, -1.4150, 2.6955], [4.9032, -1.4139, 3.9979], [4.4648, -2.4614, 4.8402], [2.8020, -0.6861, 2.8524], [3.7266, -2.4215, 2.5257], [4.7402, -0.9933, 1.9134], [4.9816, -0.3950, 4.3773], [5.9525, -1.6388, 3.8069], [3.7249, -2.0459, 5.2890], [2.7350, -0.0387, 2.1467], [4.5309, 2.0666, 1.7773], [5.0342, 1.1700, 1.1022], [5.1332, 2.5384, 2.7928], [3.4319, 2.6452, 1.4724], [6.0899, 2.2216, 2.8585], [4.8502, 3.4501, 3.1226], [2.7915, 2.6272, 0.6916], [3.3312, 3.4247, 2.1068], [0.1238, -3.3023, 2.0097], [-0.9136, -3.8903, 2.0207], [1.2714, -3.9055, 1.7610], [0.3937, -2.0787, 2.1634], [1.2653, -4.9116, 1.6734], [2.0993, -3.4342, 1.4254], [-0.3015, -1.4138, 2.4714], [1.3348, -1.7127, 2.1815], [-1.4325, 0.6146, 3.6232], [-2.2259, 0.1280, 4.4070], [-1.7444, 0.7608, 2.4073], [-0.1844, 0.9092, 3.8959], [-1.1610, 1.1678, 1.6902], [-2.6875, 0.5229, 2.1352], [0.3981, 1.2716, 3.1546], [0.2480, 0.6652, 4.7755], [-3.2859, -1.6974, -1.9961], [-4.0155, -0.3778, -1.7550], [-3.1155, 0.4320, -0.7675], [-3.4037, 1.9280, -0.9187], [-3.0134, 2.2670, -2.4329], [-3.9961, 1.5279, -3.4507], [-3.9506, 0.1247, -3.1838], [-4.6946, -0.6178, -4.0928], [-5.3603, 2.2716, -3.3121], [-3.3372, 1.6927, -4.8909], [-5.5085, -0.6232, -1.2192], [-3.2090, -2.4065, -1.1719], [-3.6853, -2.3459, -2.7758], [-2.2214, -1.6115, -2.2139], [-3.4144, 0.2593, 0.2664], [-2.0336, 0.3058, -0.8074], [-4.3718, 2.3442, -0.6403], [-2.6520, 2.4461, -0.3232], [-2.0039, 1.9320, -2.6711], [-2.9335, 3.3315, -2.6533], [-5.1627, 3.2808, -3.6734], [-5.6881, 2.2638, -2.2726], [-6.0363, 1.7026, -3.9502], [-3.1166, 2.7326, -5.1317], [-3.8917, 1.2822, -5.7348], [-2.4255, 1.1261, -5.0806], [-5.6411, 0.2198, -0.5411], [-6.1820, -0.4462, -2.0578], [-5.8391, -1.5413, -0.7334], [-4.1707, -0.8625, -4.8592]], "forces_ev_per_angstrom": [[0.4, -1.1, -0.3], [-0.5, -0.4, 0.9], [-0.2, 1.2, 2.3], [0.2, 2.2, -1.7], [0.1, 0.1, -0.1], [0.4, -1.0, -0.5], [-0.2, -0.9, -0.6], [-0.5, 2.3, 0.7], [0.3, -2.1, -0.1], [0.0, -0.3, -1.1], [0.6, 0.0, 0.4], [-0.4, 0.1, 0.4], [-0.2, -0.2, -1.2], [-0.1, 0.3, 0.0], [0.8, 0.6, 1.1], [0.0, -0.2, -0.1], [-0.5, -0.3, -0.2], [-1.2, 0.4, 0.8], [0.7, -0.5, -1.4], [-0.3, 1.2, 0.7], [1.5, -0.1, 0.0], [0.8, -0.2, -0.3], [-0.5, 0.0, -0.1], [-0.7, 0.0, 0.7], [0.1, -0.2, -0.5], [-0.4, -0.6, 0.4], [0.3, 0.2, -0.1], [1.4, -3.9, -4.7], [0.2, -1.1, -0.4], [2.8, 1.9, 4.6], [-4.2, 3.4, 0.6], [-0.1, 0.4, 0.4], [0.7, -0.2, 0.4], [0.1, -0.8, -0.2], [-1.2, 0.2, -0.6], [0.6, -2.9, -1.0], [-3.0, -0.9, 0.5], [3.4, -3.7, -0.8], [-0.7, 7.6, 1.2], [-0.1, 0.3, -0.1], [-0.2, -0.1, 0.0], [-0.1, -0.3, -0.2], [-0.1, -0.2, 0.3], [-0.7, -1.9, 4.2], [-0.4, -0.1, 1.3], [-2.3, 1.2, -6.8], [3.5, 1.1, 0.9], [0.0, -0.1, 0.2], [0.3, 0.0, 0.2], [0.2, -0.2, 0.4], [-0.3, 0.0, -0.3], [0.7, -2.1, 0.8], [0.4, -2.9, -1.1], [-2.2, 1.4, 0.2], [2.1, 0.8, -2.3], [-0.9, -1.0, 0.2], [1.5, 1.9, -0.4], [1.3, 0.9, 1.6], [-1.8, -0.2, 0.4], [1.1, -1.2, -0.8], [-0.5, 0.1, 0.0], [0.9, 1.8, -0.7], [-0.6, 0.3, 0.8], [-0.4, 0.5, -0.2], [0.0, 0.8, -0.4], [-0.1, -1.0, -0.1], [-0.2, -0.4, -0.6], [-0.1, -0.5, 0.0], [0.0, 0.3, 0.3], [0.2, -0.5, 0.4], [-0.7, 0.2, 0.0], [-0.5, 0.1, 0.0], [-0.1, 0.1, -0.2], [-0.5, 0.5, 0.1], [-0.1, 0.1, 0.1], [-1.0, 0.3, 0.2], [0.5, 0.0, 1.1], [-0.6, -0.1, 0.3], [0.0, -0.1, 0.0], [0.9, -0.1, 0.0], [0.7, 0.1, 0.3]]}



{"formula": "C9H10O4", "method": "ωB97M-V with the def2-TZVPD basis set", "total_energy_ha": -649.66926, "homo_energy_ev": -9.248, "relative_energy_kcal_mol": 168.6, "homo_lumo_gap_ev": 9.617, "fmax_ha_per_bohr": 0.11152, "elements": ["C", "C", "C", "C", "C", "C", "C", "C", "C", "H", "H", "H", "H", "H", "H", "H", "H", "H", "H", "O", "O", "O", "O"], "positions_angstrom": [[0.8643, -3.7739, 1.7650], [0.0508, -1.7538, 0.4184], [-0.8069, -1.6288, -0.7153], [-1.1673, -0.3141, -1.3107], [-1.0777, 0.8057, -0.3166], [-0.5066, 2.8148, -1.2644], [0.8043, 3.0336, -0.5370], [-0.5538, 0.5908, 0.8948], [0.0236, -0.7186, 1.2573], [0.2909, -2.8892, 2.5296], [0.1178, -4.9662, 2.0125], [2.0996, -3.9685, 1.9753], [-0.8077, -2.5917, -1.3988], [-1.4818, -0.0667, -2.2938], [-0.1342, 1.9860, -2.0541], [-0.8268, 3.6459, -1.9224], [1.3571, 3.5618, -2.1402], [-0.5419, 1.4483, 1.5951], [0.2900, -0.9193, 2.1840], [0.8769, -3.0454, 0.4504], [-1.5997, 2.1493, -0.6023], [1.8237, 3.6822, -1.1873], [0.9053, 2.9178, 0.6604]], "forces_ev_per_angstrom": [[-0.3, 1.1, 2.0], [-0.7, -3.0, -2.9], [1.4, 0.4, -4.4], [1.0, -0.6, 5.4], [-1.4, -1.0, -2.7], [0.5, -3.1, -3.2], [0.0, 2.5, 3.9], [0.9, -1.7, 2.3], [-1.6, 3.2, -2.3], [2.2, -3.2, -1.7], [2.3, 3.8, -1.5], [-3.9, 0.4, -0.2], [-0.3, 2.2, 1.3], [-0.6, -0.6, -0.7], [-0.7, 1.7, 0.9], [-0.1, -0.1, 0.9], [2.6, 1.1, 2.2], [0.1, -1.0, -0.3], [1.9, 0.0, 4.4], [-2.7, 1.3, 2.0], [2.5, -1.0, -0.2], [-3.5, -1.9, -4.2], [0.0, -0.5, -0.8]]}



What did the third record say?
{"formula": "C9H10O4", "method": "ωB97M-V with the def2-TZVPD basis set", "total_energy_ha": -649.66926, "homo_energy_ev": -9.248, "relative_energy_kcal_mol": 168.6, "homo_lumo_gap_ev": 9.617, "fmax_ha_per_bohr": 0.11152, "elements": ["C", "C", "C", "C", "C", "C", "C", "C", "C", "H", "H", "H", "H", "H", "H", "H", "H", "H", "H", "O", "O", "O", "O"], "positions_angstrom": [[0.8643, -3.7739, 1.7650], [0.0508, -1.7538, 0.4184], [-0.8069, -1.6288, -0.7153], [-1.1673, -0.3141, -1.3107], [-1.0777, 0.8057, -0.3166], [-0.5066, 2.8148, -1.2644], [0.8043, 3.0336, -0.5370], [-0.5538, 0.5908, 0.8948], [0.0236, -0.7186, 1.2573], [0.2909, -2.8892, 2.5296], [0.1178, -4.9662, 2.0125], [2.0996, -3.9685, 1.9753], [-0.8077, -2.5917, -1.3988], [-1.4818, -0.0667, -2.2938], [-0.1342, 1.9860, -2.0541], [-0.8268, 3.6459, -1.9224], [1.3571, 3.5618, -2.1402], [-0.5419, 1.4483, 1.5951], [0.2900, -0.9193, 2.1840], [0.8769, -3.0454, 0.4504], [-1.5997, 2.1493, -0.6023], [1.8237, 3.6822, -1.1873], [0.9053, 2.9178, 0.6604]], "forces_ev_per_angstrom": [[-0.3, 1.1, 2.0], [-0.7, -3.0, -2.9], [1.4, 0.4, -4.4], [1.0, -0.6, 5.4], [-1.4, -1.0, -2.7], [0.5, -3.1, -3.2], [0.0, 2.5, 3.9], [0.9, -1.7, 2.3], [-1.6, 3.2, -2.3], [2.2, -3.2, -1.7], [2.3, 3.8, -1.5], [-3.9, 0.4, -0.2], [-0.3, 2.2, 1.3], [-0.6, -0.6, -0.7], [-0.7, 1.7, 0.9], [-0.1, -0.1, 0.9], [2.6, 1.1, 2.2], [0.1, -1.0, -0.3], [1.9, 0.0, 4.4], [-2.7, 1.3, 2.0], [2.5, -1.0, -0.2], [-3.5, -1.9, -4.2], [0.0, -0.5, -0.8]]}